C45H46FeN3O3 | ωB97M-V with the def2-TZVPD basis set

```
98
Properties=species:S:1:pos:R:3:forces:R:3
C -3.16794 -1.73838 -2.87279 -0.039 0.553 -0.455
C -2.64559 -2.36132 -1.62993 -0.272 -0.549 0.076
C -1.84364 -3.55777 -1.59215 0.537 -0.455 0.617
Fe -2.04823 -5.47203 -2.62730 2.970 1.743 -1.080
C -0.30361 -5.87944 -2.14584 1.281 0.463 1.312
O 0.75826 -5.90970 -1.66500 -1.055 -0.110 -0.656
C -1.52178 -4.60332 -4.12434 0.910 2.332 -0.692
O -1.06305 -3.82501 -4.86467 -0.429 -1.031 0.391
C -3.00611 -6.96007 -1.58795 -0.851 -1.275 0.312
C -2.40877 -7.45351 -2.80084 -1.278 -0.611 0.240
C -2.97012 -6.72350 -3.89924 -1.435 -0.706 0.528
C -3.93059 -5.78640 -3.36425 -1.646 -1.155 -0.301
C -3.94621 -5.93434 -1.94023 0.073 -0.331 -0.475
H -3.53808 -0.71964 -2.63993 0.143 -0.381 -0.310
H -2.41426 -1.66154 -3.68423 -0.197 0.011 0.413
H -4.00672 -2.30667 -3.33304 0.215 0.082 0.290
H -2.95796 -1.89901 -0.68694 -0.147 -0.321 -0.238
H -0.84873 -3.43685 -2.07551 -0.405 0.078 0.477
H -1.76734 -3.95179 -0.55557 0.411 0.489 -0.529
H -2.82120 -7.35678 -0.58904 -0.057 0.235 -0.344
H -1.73866 -8.30676 -2.87963 0.070 0.445 0.045
H -2.81391 -6.93155 -4.95486 0.239 0.255 0.290
H -4.58850 -5.14423 -3.94837 0.326 -0.098 0.225
H -4.63266 -5.42890 -1.26291 0.474 0.075 -0.148
C 3.68815 3.34761 -3.89368 0.087 0.074 -0.197
C 3.21190 2.87981 -2.54861 0.003 -0.073 0.394
C 3.20350 1.51794 -2.24607 -0.137 0.022 0.380
C 2.66610 1.02742 -1.04949 0.094 0.147 -0.548
C 2.67418 -0.45363 -0.78709 -0.037 -0.417 -0.062
C 2.09844 1.96143 -0.17725 -0.263 -0.249 0.197
N 1.38240 1.48966 0.96360 0.052 0.438 0.566
C 1.98050 0.85356 2.05373 2.454 0.081 -0.428
C 3.38701 0.47885 2.13612 -2.143 0.568 -0.062
C 3.65090 -0.74589 2.78114 1.021 -1.154 0.529
C 4.92590 -1.30001 2.74538 -1.318 0.287 0.354
C 5.96853 -0.59334 2.13527 1.121 -0.400 -0.184
C 5.75324 0.68833 1.61152 -0.818 0.347 -0.013
C 4.47435 1.24023 1.63849 1.140 0.210 -0.604
N 1.11050 0.63647 3.00251 -0.639 -0.718 0.744
N -0.09381 1.16298 2.54878 0.025 -0.828 0.907
C -1.10905 1.33015 3.55252 0.008 -0.190 0.135
C -0.76666 2.04641 4.72082 -0.587 0.094 -0.360
C 0.62583 2.50693 5.02573 0.413 0.307 0.347
C -1.78443 2.35566 5.62573 -0.217 -0.340 -0.122
C -3.09494 1.89972 5.44017 0.266 -0.062 -0.492
C -4.17473 2.29342 6.40670 -0.128 -0.019 0.205
C -3.36085 1.04296 4.36321 0.407 0.102 0.344
C -2.36079 0.68409 3.45206 0.236 0.637 0.228
C -2.64707 -0.37880 2.44123 -0.261 -0.153 -0.357
C 0.05982 1.69861 1.31725 -1.935 1.149 -1.775
C -1.06211 2.17797 0.49920 1.983 0.130 0.626
O -2.23720 2.10613 0.91523 -0.505 0.390 0.161
C -0.80371 2.66803 -0.89991 -0.482 -0.900 0.770
C -1.11644 4.04814 -1.32379 -0.086 0.502 -0.086
C -0.54118 1.64926 -1.82877 0.190 -0.359 -0.814
C -0.49588 0.28476 -1.42917 0.048 0.146 -0.275
C -0.02992 -0.68357 -2.30224 -0.362 -0.023 0.137
C 0.23861 -0.36949 -3.63448 0.450 0.012 -0.054
C 0.14807 0.96241 -4.06182 -0.118 -0.225 -0.196
C -0.24281 1.95651 -3.18874 0.027 0.016 0.273
C 2.21883 3.33607 -0.37229 0.022 -0.012 -0.518
C 1.72906 4.31637 0.65455 0.006 0.419 0.043
C 2.76536 3.78534 -1.58293 -0.124 -0.297 0.102
H 3.66903 4.44141 -3.94639 0.046 -0.145 -0.068
H 4.70972 3.00366 -4.10701 -0.193 0.089 0.059
H 3.04026 2.95350 -4.68908 0.100 0.091 0.146
H 3.58178 0.79822 -2.97229 -0.060 0.142 0.094
H 1.84376 -0.76336 -0.13937 0.292 0.119 -0.140
H 2.56905 -0.99866 -1.73696 0.041 0.198 0.249
H 3.61275 -0.78938 -0.31617 -0.251 0.313 -0.025
H 2.81828 -1.26141 3.25519 0.200 -0.035 -0.122
H 5.09294 -2.28360 3.19004 0.022 0.260 -0.107
H 6.95743 -1.04731 2.08676 -0.101 0.137 -0.013
H 6.59234 1.24017 1.17740 -0.295 -0.044 0.177
H 4.31177 2.24849 1.25828 0.062 -0.223 0.020
H 0.65720 2.91792 6.04396 -0.086 0.004 -0.175
H 1.33566 1.67299 4.97445 -0.198 0.328 -0.123
H 0.97278 3.30341 4.35145 -0.042 -0.302 -0.034
H -1.53028 2.97280 6.49458 -0.157 -0.217 -0.229
H -5.16607 2.23588 5.94417 0.150 0.019 0.077
H -4.17222 1.62629 7.27952 -0.062 0.132 -0.091
H -4.01689 3.31652 6.76887 -0.075 -0.172 -0.040
H -4.35787 0.60902 4.22852 0.308 0.157 0.140
H -3.47216 -1.00818 2.79903 0.234 0.034 0.003
H -2.97291 0.05674 1.49005 0.263 -0.063 0.120
H -1.76962 -1.01421 2.27257 -0.150 0.166 -0.064
H -1.74803 4.02956 -2.22780 0.165 0.166 0.260
H -1.65209 4.58914 -0.53323 0.129 -0.110 -0.162
H -0.19062 4.60101 -1.56961 -0.272 -0.017 -0.001
H -0.87971 0.01479 -0.43960 0.452 -0.017 -0.365
H 0.10403 -1.69691 -1.92637 -0.257 0.217 -0.281
H 0.53239 -1.16364 -4.32923 -0.062 0.331 0.256
H 0.39382 1.21601 -5.09416 -0.121 -0.071 0.176
H -0.30850 2.99434 -3.52070 0.137 -0.310 0.035
H 2.13101 5.30952 0.40438 -0.146 -0.188 0.126
H 0.62973 4.38581 0.64633 0.331 -0.060 0.172
H 2.05816 4.06889 1.67746 -0.158 -0.079 -0.369
H 2.80886 4.86062 -1.77513 0.025 -0.248 0.017
```
Forces are in eV/Å.

The molecular weight is 732.73 g/mol. The calculation puts the calculated total energy at -3395.8297 Ha. The multiplicity is 6. Its charge is -2.

---

C45H46GeN13O2Si2Tl | ωB97M-V with the def2-TZVPD basis set

```
110
Properties=species:S:1:pos:R:3:forces:R:3
Tl 0.18840 0.57730 0.17352 -0.140 -0.031 0.038
C 1.55902 -1.85154 2.88176 -0.008 0.002 -0.004
Si 1.93610 -0.05154 3.25028 0.012 0.016 0.026
C 3.66436 0.42661 2.69717 0.008 -0.011 0.021
C 2.01529 0.06644 5.14470 -0.014 -0.002 -0.004
C 0.68083 1.12046 2.50883 0.025 -0.030 -0.040
C 1.28417 2.46612 2.33211 0.021 0.026 0.005
C 1.46590 3.40516 3.36183 0.005 -0.013 -0.002
C 2.01503 4.64354 3.07857 0.004 0.006 0.004
C 2.39571 4.94056 1.77791 -0.004 0.001 -0.006
C 2.21716 3.95385 0.82152 -0.035 0.019 0.025
N 1.68600 2.76958 1.08832 0.105 0.005 -0.035
Si -0.97021 1.06111 3.34974 0.004 -0.001 0.074
C -2.36273 1.94206 2.38524 0.001 -0.008 0.007
C -1.04693 1.96800 5.02262 -0.001 -0.019 -0.014
C -1.58038 -0.67604 3.68430 0.025 0.020 0.002
H 2.47292 -2.45028 2.92917 0.005 0.003 -0.006
H 1.12538 -1.99024 1.89163 0.009 0.003 -0.004
H 0.85561 -2.25812 3.61110 -0.001 -0.008 0.011
H 4.38710 -0.31379 3.05144 -0.005 -0.002 0.001
H 3.93886 1.39681 3.12252 -0.002 0.001 -0.003
H 3.76212 0.50144 1.61628 -0.008 -0.005 -0.048
H 2.81731 -0.58103 5.51258 0.002 -0.001 0.002
H 1.08489 -0.25859 5.61741 0.003 -0.003 0.002
H 2.23021 1.08447 5.48201 0.003 0.003 -0.006
H 1.18774 3.14916 4.37457 0.000 0.001 -0.002
H 2.14826 5.37135 3.87109 -0.001 0.001 0.000
H 2.81584 5.90040 1.50991 -0.001 0.001 0.000
H 2.49068 4.12578 -0.21607 0.012 0.001 0.001
H -1.28186 3.70197 2.44143 -0.003 -0.024 0.008
H -3.18223 2.19972 3.06019 -0.014 -0.003 -0.015
H -2.71429 1.31318 1.56467 -0.012 0.005 -0.003
H -1.03817 3.05644 4.91637 0.006 0.003 -0.005
H -0.22648 1.68849 5.68593 -0.005 0.013 0.006
H -1.98657 1.70147 5.51682 -0.003 -0.002 -0.004
H -1.51610 -1.29342 2.78907 0.004 -0.002 -0.008
H -2.62895 -0.63565 3.99284 -0.004 0.008 -0.008
H -1.01158 -1.14393 4.49090 -0.001 -0.023 0.000
N -1.25576 4.08233 -1.48851 0.037 0.038 0.017
C -0.27900 3.36398 -2.17035 0.020 -0.009 -0.012
N 0.07946 3.74922 -3.38511 -0.016 -0.002 0.000
N 0.97436 2.82469 -3.76900 -0.006 0.004 0.007
N 1.14377 1.95376 -2.83202 0.027 -0.012 0.026
N 0.35990 2.26623 -1.77205 -0.057 -0.056 -0.035
C -1.69883 3.87251 -0.23247 0.017 -0.060 -0.014
N -2.74065 4.59784 0.24637 -0.013 0.012 -0.055
N -2.99385 4.20161 1.48053 -0.022 -0.012 0.050
N -1.89955 3.21488 1.78075 0.021 0.016 -0.016
N -1.16382 2.98996 0.58327 0.012 0.117 0.045
H -1.82927 4.67284 -2.06712 -0.007 -0.004 0.002
O 6.63224 -4.79093 0.03612 -0.012 0.007 0.017
N 5.36958 -4.86599 0.04578 0.009 -0.004 -0.046
O 4.78952 -5.97238 0.26569 0.019 0.000 0.018
C 4.63767 -3.71025 -0.18833 0.016 0.020 0.011
C 5.34374 -2.53032 -0.39631 0.002 -0.011 0.011
C 4.69265 -1.29564 -0.58606 0.004 -0.001 0.007
C 5.41059 -0.10380 -0.83013 -0.007 -0.003 0.000
C 4.73223 1.06986 -1.00680 0.001 0.005 -0.006
C 3.33774 1.07121 -0.89384 -0.004 -0.019 0.006
N 2.63420 -0.02103 -0.64845 0.060 0.027 0.021
C 3.28316 -1.19864 -0.53729 0.020 0.017 0.021
C 2.52391 -2.43650 -0.40921 0.000 -0.014 -0.040
N 1.19204 -2.31648 -0.49712 -0.006 -0.015 0.002
C 0.44557 -3.39978 -0.47167 -0.002 -0.007 0.012
C 0.98481 -4.67460 -0.33490 -0.001 -0.002 0.005
C 2.34857 -4.81648 -0.21269 -0.006 -0.002 0.004
C 3.18106 -3.68271 -0.25306 -0.022 -0.015 -0.006
H 6.42162 -2.57475 -0.40155 0.003 -0.007 0.003
H 6.49255 -0.14537 -0.88418 0.000 -0.002 0.000
H 5.24766 1.99783 -1.21870 0.004 0.000 0.002
H 2.77684 1.98241 -1.00826 -0.028 0.030 -0.007
H -0.62533 -3.24813 -0.56790 0.015 -0.006 0.000
H 0.33553 -5.54098 -0.32576 0.001 -0.001 -0.004
H 2.81102 -5.78190 -0.09495 -0.013 0.006 0.000
C -1.67882 -0.49728 0.07801 -0.059 -0.005 -0.034
Ge -2.32480 -0.76084 -1.69168 0.042 -0.001 -0.049
C -1.22973 -1.75830 -3.00719 -0.022 0.008 -0.002
C 0.03656 -1.27964 -3.34880 0.005 0.025 0.002
C 0.89102 -2.01886 -4.15444 0.009 0.002 0.002
C 0.50014 -3.26492 -4.62652 0.000 -0.004 -0.002
C -0.75595 -3.75676 -4.30044 0.002 -0.002 -0.003
C -1.61110 -3.00577 -3.50150 -0.001 0.005 0.005
C -3.99968 -1.81703 -1.56964 -0.007 -0.001 0.004
C -4.89524 -1.89753 -2.63622 -0.001 -0.006 0.001
C -6.05669 -2.65422 -2.54851 -0.003 0.004 -0.002
C -6.34557 -3.34923 -1.38089 -0.005 0.003 0.007
C -5.47111 -3.27431 -0.30550 0.002 -0.002 0.002
C -4.31299 -2.51138 -0.40279 0.001 -0.008 0.008
C -2.89091 0.92857 -2.52185 -0.010 0.008 0.041
C -2.50274 1.32938 -3.79741 0.011 -0.010 -0.023
C -2.96593 2.52103 -4.34376 0.024 -0.006 0.017
C -3.83731 3.32473 -3.62244 -0.007 0.006 -0.002
C -4.22838 2.94472 -2.34332 -0.027 -0.011 -0.037
C -3.75303 1.75915 -1.80213 -0.011 -0.004 0.005
H -1.36272 -1.47653 0.47039 -0.005 0.017 -0.013
H 0.38406 -0.32270 -2.97388 0.001 0.011 0.010
H 1.87162 -1.62373 -4.39259 -0.001 -0.005 -0.002
H 1.17542 -3.85355 -5.23667 -0.001 -0.001 0.001
H -1.06817 -4.73163 -4.65899 0.003 0.000 -0.001
H -2.58483 -3.41149 -3.24689 -0.004 -0.001 0.004
H -4.68188 -1.35412 -3.55190 -0.001 -0.002 -0.004
H -6.73866 -2.70083 -3.39026 0.000 -0.001 0.000
H -7.25048 -3.94176 -1.30835 -0.001 0.001 -0.001
H -5.69323 -3.80760 0.61210 -0.001 0.000 0.000
H -3.64288 -2.43798 0.44799 0.003 0.003 0.001
H -1.81113 0.71881 -4.36824 0.003 -0.006 0.010
H -2.62031 2.83247 -5.32168 -0.006 0.004 -0.008
H -4.19545 4.25633 -4.04682 0.002 0.001 0.000
H -4.87860 3.58336 -1.75743 0.005 -0.002 0.000
H -4.04487 1.47766 -0.79474 0.001 -0.005 -0.001
```
Forces are in eV/Å.

The molecular weight is 1134.12 g/mol. Its energy above the lowest of the compared OMol25 structures with the same formula, charge and spin is 11.11 kcal/mol. The calculation puts the calculated total energy at -5432.9870 Ha. Its charge is -2.